DFT (ωB97M-V/def2-TZVPD) results for a 5-piece molecular cluster, H10O5 overall at a distorted geometry.

```
15
Properties=species:S:1:pos:R:3:forces:R:3:mulliken_charge:R:1
O -1.407 -2.226 1.385 -0.5 0.1 -0.4 -0.601
H -0.809 -1.544 1.081 -0.1 0.9 -0.1 0.341
H -0.790 -2.886 1.652 0.4 -1.1 0.5 0.310
O -0.193 0.312 0.181 1.4 -0.2 -0.3 -0.762
H -0.599 0.227 -0.672 -1.1 0.1 -0.6 0.282
H 0.753 0.242 -0.086 -0.4 0.1 0.6 0.420
O -1.443 1.063 -2.959 2.5 -0.1 0.4 -0.679
H -0.916 1.909 -2.594 -1.1 -3.5 -1.5 0.340
H -0.871 0.206 -3.210 -1.3 3.6 1.0 0.330
O -0.961 0.525 2.754 3.5 3.3 -0.5 -0.615
H -0.344 1.228 3.211 -2.1 -2.0 -0.4 0.331
H -0.537 0.740 1.848 -1.6 -1.1 1.3 0.339
O 2.419 0.083 -0.583 -0.3 0.1 0.4 -0.655
H 2.900 0.785 -0.995 0.3 1.1 -0.2 0.306
H 2.798 -0.666 -1.013 0.2 -1.3 -0.3 0.311
```
Positions in Å, forces in eV/Å.

Values from the calculation:
Calculated total energy   -382.15017 Eh
Energy relative to the best compared isomer or geometry (same formula, charge and spin)   46.4 kcal/mol
E_LUMO   -0.176 eV
Maximum force   4.8 eV/Å
Structure (SMILES)   O.O.O.O.O
HOMO   -10.24 eV

DFT (ωB97M-V/def2-TZVPD) results for an isolated molecule of C4H7NO2 at a distorted geometry.

```
14
Properties=species:S:1:pos:R:3:forces:R:3:mulliken_charge:R:1
O -0.783 0.143 -2.253 0.2 0.0 0.7 -0.565
C -0.339 0.203 -1.133 0.1 0.0 -0.1 0.324
C 0.814 1.052 -0.624 0.2 0.1 -0.2 -0.405
N 0.834 0.785 0.817 0.5 0.1 0.1 -0.399
C 0.353 -0.579 1.021 0.1 0.0 0.1 -0.664
C -0.817 -0.570 0.102 -0.3 1.8 0.8 0.179
O -1.479 -1.782 -0.160 -0.9 2.2 0.0 -0.508
H 1.716 0.718 -1.164 -0.1 0.0 0.1 0.251
H 0.662 2.113 -0.847 0.0 -0.2 0.0 0.311
H 1.747 0.922 1.224 0.0 0.1 0.0 0.251
H 0.060 -0.768 2.056 0.1 0.1 -0.1 0.319
H 1.038 -1.380 0.694 0.0 0.1 0.0 0.310
H -1.643 0.214 0.545 1.9 -1.2 -0.5 0.168
H -2.164 -1.071 -0.278 -1.9 -3.2 -1.0 0.428
```
Positions in Å, forces in eV/Å.

Values from the calculation:
Calculated total energy   -361.78214 Eh
Energy relative to the best compared isomer or geometry (same formula, charge and spin)   61.9 kcal/mol
E_LUMO   0.606 eV
Maximum force   3.8 eV/Å
Structure (SMILES)   O=C1CNC[C@@H]1O
HOMO   -9.53 eV

DFT (ωB97M-V/def2-TZVPD) results for a 2-piece molecular cluster, C5H5F3NO4 overall at a distorted geometry.

```
18
Properties=species:S:1:pos:R:3:forces:R:3:mulliken_charge:R:1
C 0.954 0.061 -0.255 -1.2 -0.1 -1.1 0.862
C 1.015 2.841 0.284 0.1 0.0 2.2 0.801
C 2.259 -0.528 0.238 0.0 5.1 -1.8 -1.305
C -1.493 -0.225 -0.070 -0.5 -0.3 0.3 -1.132
C -2.422 -1.322 0.085 -0.3 -1.8 0.6 1.108
N -0.120 -0.619 0.183 1.3 -0.6 1.6 0.029
O 1.891 2.587 1.039 -0.4 0.1 -1.4 -0.479
O 0.878 1.072 -1.075 0.7 -2.0 1.6 -0.888
O 0.038 3.298 -0.140 0.0 0.5 -0.7 -0.377
O -1.621 0.411 -1.343 -0.3 -0.9 0.7 -0.459
F -3.707 -1.014 -0.173 0.6 0.0 -0.3 -0.259
F -2.440 -1.953 1.346 0.5 1.1 -0.6 -0.305
F -2.202 -2.597 -0.702 -0.2 1.3 0.1 -0.401
H 2.092 -0.890 1.176 0.2 -1.3 2.5 0.494
H 2.937 0.380 0.200 -0.4 -1.2 0.6 0.284
H 2.627 -1.161 -0.481 0.8 -2.0 -1.4 0.304
H 0.126 -1.272 1.028 -1.2 1.6 -2.4 0.241
H -0.808 0.932 -1.342 0.2 0.6 -0.6 0.482
```
Positions in Å, forces in eV/Å.

Values from the calculation:
Calculated total energy   -848.87489 Eh
Energy relative to the best compared isomer or geometry (same formula, charge and spin)   57.1 kcal/mol
E_LUMO (alpha / beta)   3.347 / 3.347 eV
Maximum force   5.4 eV/Å
HOMO (alpha / beta)   -2.41 / -2.41 eV
Net charge   -1

Copy entry 1 word for word.
DFT (ωB97M-V/def2-TZVPD) results for a 5-piece molecular cluster, H10O5 overall at a distorted geometry.

```
15
Properties=species:S:1:pos:R:3:forces:R:3:mulliken_charge:R:1
O -1.407 -2.226 1.385 -0.5 0.1 -0.4 -0.601
H -0.809 -1.544 1.081 -0.1 0.9 -0.1 0.341
H -0.790 -2.886 1.652 0.4 -1.1 0.5 0.310
O -0.193 0.312 0.181 1.4 -0.2 -0.3 -0.762
H -0.599 0.227 -0.672 -1.1 0.1 -0.6 0.282
H 0.753 0.242 -0.086 -0.4 0.1 0.6 0.420
O -1.443 1.063 -2.959 2.5 -0.1 0.4 -0.679
H -0.916 1.909 -2.594 -1.1 -3.5 -1.5 0.340
H -0.871 0.206 -3.210 -1.3 3.6 1.0 0.330
O -0.961 0.525 2.754 3.5 3.3 -0.5 -0.615
H -0.344 1.228 3.211 -2.1 -2.0 -0.4 0.331
H -0.537 0.740 1.848 -1.6 -1.1 1.3 0.339
O 2.419 0.083 -0.583 -0.3 0.1 0.4 -0.655
H 2.900 0.785 -0.995 0.3 1.1 -0.2 0.306
H 2.798 -0.666 -1.013 0.2 -1.3 -0.3 0.311
```
Positions in Å, forces in eV/Å.

Values from the calculation:
Calculated total energy   -382.15017 Eh
Energy relative to the best compared isomer or geometry (same formula, charge and spin)   46.4 kcal/mol
E_LUMO   -0.176 eV
Maximum force   4.8 eV/Å
Structure (SMILES)   O.O.O.O.O
HOMO   -10.24 eV

Question: Which of these has the highest energy relative to the best compared isomer or geometry (same formula, charge and spin)?
Answer: C4H7NO2